## i
C38H43Br4CsN8O5P2S | the ωB97M-V functional and the def2-TZVPD basis

ORCA input file:
```
! RIJCOSX wB97M-V def2-TZVPD def2/J DEFGRID3
* xyz -2 1
Cs -0.0471 -0.1071 1.1914
N 2.8205 2.0911 1.5781
C 2.7460 3.4304 1.2799
C 3.8145 4.0455 0.6113
C 3.7361 5.3619 0.1854
C 2.5803 6.0956 0.4123
C 1.5216 5.4891 1.0811
C 1.5746 4.1791 1.5382
C 0.3881 3.6028 2.2503
C 0.6203 2.9224 3.4567
C -0.4251 2.3589 4.1694
C -1.7146 2.5275 3.6827
C -1.9248 3.2348 2.4990
C -0.9034 3.8021 1.7094
H 3.6972 1.6020 1.5162
H 2.1962 1.6663 2.2416
H 4.7118 3.4631 0.4234
H 4.5820 5.8090 -0.3264
H 2.5025 7.1232 0.0766
H 0.5950 6.0235 1.2535
H 1.6288 2.8297 3.8517
H -0.2328 1.7794 5.0630
H -2.5474 2.1053 4.2410
H -2.9632 3.3429 2.1708
N -3.7155 -0.0969 1.3964
C -4.5497 -0.6523 2.3758
C -4.7692 -0.0016 3.5814
C -5.5928 -0.5764 4.5375
C -6.2368 -1.7778 4.2806
C -6.0478 -2.4096 3.0582
C -5.1833 -1.8660 2.1216
S -4.8234 -2.6716 0.5927
N -4.5356 -1.3507 -0.4389
C -3.9798 -0.3121 0.0636
C -3.5396 0.7955 -0.8428
C -3.7379 0.7493 -2.2139
C -3.2872 1.8278 -2.9562
C -2.6522 2.8801 -2.3124
C -2.4793 2.8283 -0.9337
N -2.9361 1.8006 -0.2225
H -3.3158 0.8246 1.5763
H -4.2675 0.9383 3.7715
H -5.7278 -0.0787 5.4890
H -6.8798 -2.2251 5.0274
H -6.5506 -3.3429 2.8350
H -4.2239 -0.1058 -2.6621
H -3.4145 1.8375 -4.0326
H -2.2759 3.7301 -2.8676
H -1.9420 3.5831 -0.3482
Br 3.2231 -3.6842 7.3117
C 3.0524 -2.7615 5.6553
C 4.1079 -2.7074 4.7734
Br 5.7606 -3.5630 5.1716
C 3.9450 -2.0048 3.5592
Br 5.3720 -1.8897 2.2886
C 2.7682 -1.3416 3.1832
O 2.6408 -0.6898 2.0966
C 1.6157 -1.4390 4.1126
O 0.5087 -0.9062 3.7846
C 1.8364 -2.1271 5.3188
Br 0.3338 -2.1989 6.4919
C 3.0163 -3.8786 -1.5703
N 1.7532 -3.8594 -2.3022
C 1.7663 -4.5414 -3.5788
P 0.6739 -2.6562 -2.0026
O 0.9327 -1.9983 -0.7166
O 0.7896 -1.6312 -3.2520
P 0.6958 -0.0101 -3.1152
O -0.4169 0.4972 -2.3114
N 2.1600 0.5119 -2.5964
C 2.3029 1.1641 -1.2881
C 3.3668 -0.1684 -3.0346
N 0.5013 0.3105 -4.7421
C 0.2336 1.7115 -5.0390
C 1.2108 -0.3728 -5.8034
N -0.8095 -3.3349 -2.2824
C -1.2021 -4.3145 -1.2662
C -1.9235 -2.4651 -2.6705
H 3.2797 -4.9108 -1.3282
H 2.9220 -3.3132 -0.6455
H 3.8283 -3.4477 -2.1677
H 2.0623 -5.5845 -3.4389
H 2.4754 -4.0779 -4.2774
H 0.7715 -4.5206 -4.0209
H 1.3844 1.6822 -1.0268
H 3.0955 1.9116 -1.3540
H 2.5574 0.4451 -0.5061
H 3.2179 -0.6528 -3.9996
H 3.6756 -0.9274 -2.3065
H 4.1792 0.5550 -3.1356
H -0.3367 2.1551 -4.2240
H -0.3598 1.7805 -5.9546
H 1.1579 2.2868 -5.1781
H 1.3909 -1.4108 -5.5351
H 2.1711 0.1073 -6.0385
H 0.6006 -0.3540 -6.7113
H -0.3419 -4.9156 -0.9746
H -1.9656 -4.9731 -1.6846
H -1.6112 -3.8320 -0.3728
H -1.6397 -1.8261 -3.5027
H -2.2670 -1.8349 -1.8452
H -2.7569 -3.0995 -2.9795
*
```

Results
LUMO level   3.0730 eV

Here are the Mulliken charges for atoms 1 to 5, given in e:
1. Cs 0.884
2. N 0.278
3. C 0.182
4. C -0.575
5. C -0.609

***

## ii
C38H43Br4CsN8O5P2S | the ωB97M-V functional and the def2-TZVPD basis

ORCA input file:
```
! RIJCOSX wB97M-V def2-TZVPD def2/J DEFGRID3
* xyz -2 1
Cs -0.7146 0.1035 0.6729
N -0.1565 2.4747 2.9102
C 0.6481 3.0264 3.8891
C 0.6154 4.4133 4.0861
C 1.4388 5.0397 5.0073
C 2.3243 4.2880 5.7634
C 2.3551 2.9101 5.5716
C 1.5463 2.2490 4.6532
C 1.6412 0.7558 4.5502
C 1.4415 0.0645 5.7533
C 1.5769 -1.3150 5.8130
C 1.9203 -1.9875 4.6479
C 2.1007 -1.2685 3.4687
C 1.9685 0.1299 3.3183
H -0.9788 3.0048 2.6595
H -0.3920 1.5022 3.0614
H -0.0834 4.9986 3.4970
H 1.3849 6.1158 5.1361
H 2.9765 4.7644 6.4864
H 3.0454 2.3056 6.1510
H 1.1604 0.6142 6.6480
H 1.3998 -1.8489 6.7412
H 2.0268 -3.0711 4.6506
H 2.3539 -1.8724 2.5922
N 2.3332 -4.6693 0.6808
C 1.8178 -5.3669 1.7986
C 2.6632 -5.9059 2.7568
C 2.1355 -6.5899 3.8426
C 0.7613 -6.6991 3.9980
C -0.0845 -6.1189 3.0628
C 0.4403 -5.4832 1.9468
S -0.5959 -4.7420 0.7229
N 0.3627 -3.4334 0.2425
C 1.6206 -3.5373 0.2382
C 2.4828 -2.4063 -0.2259
C 3.5928 -2.6331 -1.0340
C 4.3865 -1.5414 -1.3548
C 4.0617 -0.2986 -0.8402
C 2.9331 -0.1836 -0.0342
N 2.1515 -1.2144 0.2448
H 3.3211 -4.4822 0.7769
H 3.7359 -5.7806 2.6602
H 2.8038 -7.0101 4.5831
H 0.3489 -7.2049 4.8610
H -1.1587 -6.1452 3.1954
H 3.8081 -3.6260 -1.4094
H 5.2553 -1.6619 -1.9916
H 4.6765 0.5681 -1.0467
H 2.6469 0.7526 0.4364
Br -7.6998 -0.7780 2.9300
C -6.1920 0.1037 2.1893
C -6.3377 0.9723 1.1319
Br -8.0524 1.3127 0.3758
C -5.1889 1.5978 0.5930
Br -5.3487 2.8625 -0.8415
C -3.8820 1.3985 1.0642
O -2.8464 1.9491 0.5589
C -3.7247 0.4570 2.2138
O -2.5687 0.2397 2.6722
C -4.9018 -0.1344 2.7107
Br -4.6388 -1.3302 4.1761
C -0.9074 3.9207 -4.5697
N -0.8048 3.5566 -3.1708
C -2.0550 3.7235 -2.4105
P 0.1600 2.2812 -2.7466
O 0.1318 2.0890 -1.3010
O -0.3681 1.0436 -3.6433
P -0.9260 -0.4400 -3.2892
O -0.4115 -1.0526 -2.0653
N -2.5703 -0.3314 -3.3024
C -3.2192 0.2365 -4.4733
C -3.2703 0.0305 -2.0579
N -0.4325 -1.2071 -4.6758
C -0.2836 -0.6234 -5.9884
C -0.5046 -2.6591 -4.6650
N 1.6419 2.5317 -3.4193
C 2.2110 1.8903 -4.5789
C 2.4854 3.5248 -2.7774
H -1.2525 4.9542 -4.6463
H -1.6174 3.2857 -5.1177
H 0.0693 3.8487 -5.0512
H -2.2918 4.7875 -2.3469
H -1.9658 3.3177 -1.4025
H -2.8938 3.2171 -2.9005
H -2.7752 -0.1431 -5.3910
H -3.1710 1.3331 -4.4844
H -4.2721 -0.0489 -4.4619
H -2.8821 -0.5121 -1.2029
H -4.3215 -0.2413 -2.1619
H -3.2116 1.0968 -1.8279
H -0.3269 0.4625 -5.9374
H -1.0699 -0.9671 -6.6733
H 0.6801 -0.9117 -6.4236
H -0.5317 -3.0190 -3.6382
H 0.3826 -3.0766 -5.1504
H -1.3937 -3.0250 -5.1939
H 1.5843 1.0679 -4.9126
H 3.1982 1.4829 -4.3365
H 2.3349 2.5974 -5.4106
H 2.0354 3.8507 -1.8412
H 2.6332 4.3987 -3.4228
H 3.4639 3.0948 -2.5439
*
```

Results
LUMO level   3.0583 eV

Here are the Mulliken charges for atoms 1 to 5, given in e:
1. Cs 1.364
2. N 0.247
3. C 0.503
4. C -0.779
5. C -0.499

***

Most stable of them? i.